[1]
95
Properties=species:S:1:pos:R:3:forces:R:3 method="wB97M-V/def2-TZVPD" e_lumo_ev="-2.500 / -2.503" orbital_gap_ev="4.4648 / 4.4556" charge=+1 e_above_lowest_kcal_mol=109.3
C 2.676145 1.180776 0.352070 0.962 0.477 -1.354
C 2.389415 -0.400026 -1.303464 1.105 1.088 -1.355
C 4.054359 1.188043 0.088301 -0.081 0.289 0.178
C 3.728193 -0.282287 -1.798147 -0.701 -0.074 1.434
C 4.578409 0.494078 -1.019972 0.181 0.927 0.890
H 4.644668 1.811835 0.757384 0.372 -0.435 -0.220
H 4.171551 -0.908174 -2.560058 -0.385 -0.232 -0.049
H 5.674829 0.525933 -1.165534 -0.835 -0.025 -0.207
N 1.878628 0.540084 -0.479591 -0.700 -1.885 0.893
P 0.448970 2.684715 1.183929 0.443 0.101 0.625
P 0.027116 -2.324038 -1.983403 -1.345 3.255 2.183
C 2.088860 1.926683 1.528721 0.374 -0.010 -0.458
H 1.998442 1.247036 2.381466 0.007 -0.003 -0.245
H 2.831940 2.683062 1.777421 -0.257 0.088 0.390
C 1.626150 -1.671365 -1.370234 0.873 -1.141 -2.742
H 2.355010 -2.469513 -1.837834 -1.010 1.217 1.717
C 0.091466 -4.178901 -1.816686 1.250 -0.561 1.149
C -1.040219 -1.637116 -3.403281 1.127 -1.681 1.798
C -0.342790 2.738287 2.895706 -0.110 0.498 -0.190
C 0.956915 4.383743 0.478617 -0.443 0.191 0.770
C -0.992147 -4.592267 -0.804314 -0.152 -0.009 0.037
H -1.969771 -4.241570 -1.136985 -0.119 -0.133 0.126
H -1.007887 -5.692998 -0.764411 -0.028 0.319 0.015
H -0.812715 -4.205978 0.215621 0.065 -0.058 -0.578
C -0.051374 -4.923101 -3.130512 -0.095 0.012 0.093
H -0.987412 -4.693692 -3.601331 -0.402 -0.123 -0.462
H 0.767563 -4.683902 -3.801464 0.096 -0.031 -0.175
H -0.016280 -5.992193 -2.917994 -0.048 0.005 -0.075
C 1.474504 -4.691748 -1.224342 0.083 0.108 0.203
H 1.455425 -5.809851 -1.251544 -0.067 0.843 -0.099
H 2.348158 -4.352673 -1.833035 -0.681 -0.455 0.426
H 1.650752 -4.401565 -0.159278 -0.271 -0.111 -1.033
C -2.407441 -2.318339 -3.187201 0.018 0.256 -0.217
H -2.814520 -2.108733 -2.172959 0.266 0.005 -0.662
H -3.046737 -1.866503 -3.956855 -0.351 -0.326 0.228
H -2.376274 -3.415910 -3.322800 -0.086 0.698 -0.070
C -1.142033 -0.129576 -3.221166 -0.078 -0.258 -0.195
H -1.787880 0.135717 -2.376227 0.112 -0.222 -0.357
H -0.160768 0.345284 -3.105185 -0.150 -0.067 -0.052
H -1.598785 0.203385 -4.145202 -0.172 0.595 -0.283
C -0.342870 -1.994561 -4.694609 -0.272 0.184 -0.218
H -0.263478 -3.066901 -4.869324 -0.126 0.155 -0.036
H -0.944600 -1.540509 -5.472715 0.130 -0.027 -0.658
H 0.664384 -1.569308 -4.713211 -0.062 0.058 -0.131
C -0.265767 5.326867 0.522556 0.106 0.210 -0.059
H 0.019393 6.279484 0.039082 -0.166 -0.362 0.151
H -1.121734 4.916563 -0.032773 0.164 0.139 0.246
H -0.580834 5.568011 1.554348 0.169 -0.155 -0.513
C 1.398251 4.163208 -0.966664 -0.018 0.018 0.097
H 2.265910 3.506016 -1.020483 0.011 -0.050 -0.077
H 0.595746 3.740825 -1.569824 0.119 0.002 -0.103
H 1.677484 5.130193 -1.396091 -0.026 -0.075 -0.017
C 2.113148 5.061632 1.245323 0.064 0.147 0.073
H 2.229876 6.087648 0.848576 -0.033 -0.420 0.119
H 1.932561 5.150902 2.328388 0.090 -0.068 -0.513
H 3.070117 4.545602 1.085099 -0.260 0.175 0.048
C -0.280760 1.329033 3.518572 -0.003 0.074 -0.019
H 0.725789 1.084256 3.876832 -0.266 -0.027 -0.066
H -0.955555 1.295136 4.387568 0.167 0.063 -0.227
H -0.604521 0.539830 2.823657 0.127 0.130 0.102
C -1.827960 3.139673 2.733954 0.011 0.032 0.106
H -2.379227 2.421711 2.106605 0.171 0.199 0.181
H -2.298270 3.146534 3.732990 0.128 0.013 -0.367
H -1.947717 4.143467 2.298676 0.026 -0.371 0.159
C 0.364226 3.736169 3.818425 -0.175 -0.014 0.407
H 1.433550 3.516526 3.920723 -0.167 0.057 -0.046
H 0.236781 4.776535 3.494437 0.030 -0.283 0.042
H -0.081720 3.656454 4.821867 0.129 0.041 -0.195
Cd -0.861886 0.902909 -0.139145 0.808 -1.357 -0.243
C -1.582137 2.773022 -1.538506 -1.843 2.582 -2.388
O -2.109201 3.557324 -2.195222 1.496 -2.224 1.811
N -0.554413 -1.362752 -0.620706 -3.475 0.219 -1.381
C 0.641478 -1.802464 -0.200490 4.991 -2.880 2.052
C 1.159359 -2.293369 1.080765 -1.119 1.249 -2.700
C 0.298599 -2.476133 2.173829 0.721 0.642 -0.851
C 2.548642 -2.552304 1.128956 -0.849 0.159 0.517
C 0.863075 -2.944054 3.315099 0.610 -0.366 1.011
H -0.727654 -2.157077 2.112539 -0.302 -0.223 -0.096
C 3.032990 -3.033861 2.335281 0.836 0.359 -1.246
H 3.114190 -2.333020 0.191396 -0.058 -0.472 1.398
C 2.205353 -3.235922 3.438514 0.953 -0.043 -0.913
H 0.282883 -3.095043 4.171579 -1.045 -0.176 1.205
H 4.102642 -3.209423 2.321719 0.030 -0.242 0.645
H 2.677773 -3.629188 4.316379 -0.280 -0.081 0.512
C -5.788460 -0.087609 0.890429 0.356 0.513 -0.450
C -4.706497 -0.585475 1.609155 0.367 -0.467 0.559
C -3.413743 -0.186647 1.283008 -0.128 0.521 -0.868
N -3.173362 0.702339 0.280143 -0.586 -0.435 0.496
C -4.212072 1.185913 -0.427382 -0.237 -0.609 0.805
C -5.534171 0.819719 -0.152398 0.640 -0.314 0.430
H -6.805837 -0.385844 1.130978 0.202 0.049 -0.057
H -4.822423 -1.302518 2.441319 -0.105 0.488 -0.617
H -2.524810 -0.592351 1.790220 -0.531 0.220 -0.214
H -3.982142 1.885792 -1.224413 -0.074 -0.084 0.080
H -6.322811 1.250395 -0.743264 -0.216 -0.006 -0.062

=====

[2]
89
Properties=species:S:1:pos:R:3:forces:R:3 method="wB97M-V/def2-TZVPD" s2=2.026 e_lumo_ev="-5.864 / -7.610" orbital_gap_ev="5.9867 / 5.5889" spin_multiplicity=3 charge=+2
Pt 0.049117 0.202799 -0.373514 -0.100 0.385 0.331
C -2.868044 -3.708729 -3.403485 -0.051 -0.001 0.005
C -1.726339 -2.949226 -3.598292 0.030 0.030 -0.055
C -1.287506 -2.081960 -2.609860 0.076 0.007 -0.018
C -1.975117 -1.966024 -1.412003 -0.117 0.198 0.259
C -3.124553 -2.735442 -1.208084 -0.104 0.034 0.023
C -3.563826 -3.591350 -2.204882 0.005 0.009 0.050
N -1.497363 -1.106866 -0.375725 0.031 -0.347 -0.211
N -2.049888 -1.316081 0.810357 0.190 0.130 -0.028
C -1.389426 -0.807864 1.866271 0.020 0.031 -0.023
C -1.895983 -0.994043 3.164999 -0.024 -0.012 0.108
C -1.193921 -0.508386 4.237125 -0.072 -0.033 0.032
C 0.013988 0.176208 4.034111 0.001 0.018 0.004
C 0.459905 0.342958 2.750764 0.047 0.023 -0.078
N -0.214750 -0.137774 1.689520 -0.119 -0.212 -0.057
H -3.217059 -4.383342 -4.175156 0.017 0.022 0.041
H -1.167514 -3.025982 -4.523611 -0.014 0.014 0.037
H -0.398143 -1.502871 -2.769641 0.217 0.146 -0.075
H -3.661892 -2.648537 -0.275273 -0.006 -0.036 -0.047
H -4.458906 -4.178335 -2.039841 0.030 0.028 0.001
H -2.832911 -1.521726 3.273441 0.021 0.012 0.019
H -1.572076 -0.649699 5.241629 0.003 -0.004 -0.032
H 0.587810 0.572341 4.859639 -0.020 -0.020 -0.022
H 1.383143 0.869439 2.542623 -0.039 -0.043 -0.002
O 0.986247 2.925515 0.282404 0.005 -0.072 0.039
N 1.470768 1.644150 0.051704 -0.177 0.103 -0.019
C 2.718174 1.598565 0.298975 0.280 -0.236 -0.102
C 3.661480 0.488980 0.161399 -0.138 0.169 0.061
C 4.990219 0.877301 0.352637 0.091 0.054 0.049
C 6.028649 -0.030517 0.247227 0.042 0.016 0.005
C 5.747969 -1.354008 -0.048338 0.014 -0.024 -0.010
C 4.432889 -1.754048 -0.240987 -0.003 0.012 0.012
C 3.377257 -0.851366 -0.135770 -0.087 -0.105 0.009
P 1.727417 -1.558069 -0.429285 0.194 0.054 -0.189
C 1.949889 -2.435176 -1.986059 0.062 0.030 0.060
C 2.325069 -1.665124 -3.089498 -0.087 0.035 -0.064
C 2.561238 -2.268681 -4.310683 0.007 -0.029 0.001
C 2.431308 -3.650480 -4.434468 0.013 0.035 -0.042
C 2.073670 -4.417528 -3.337305 -0.029 -0.022 0.044
C 1.833771 -3.814955 -2.107294 -0.045 -0.068 -0.062
C 1.391569 -2.721466 0.888125 -0.050 -0.070 -0.017
C 0.298765 -3.584458 0.751913 -0.018 0.010 0.068
C -0.022169 -4.454106 1.781226 -0.003 0.006 -0.021
C 0.731225 -4.456539 2.949524 -0.017 -0.018 0.019
C 1.803668 -3.586736 3.094001 0.010 0.030 -0.003
C 2.137632 -2.716172 2.066831 -0.055 -0.024 0.031
H 0.020062 2.884438 0.178666 -0.075 0.071 -0.001
H 3.140581 2.538400 0.640747 0.042 0.042 -0.018
H 5.209184 1.912913 0.588696 -0.004 -0.060 -0.026
H 7.049455 0.297293 0.394816 -0.035 -0.021 0.000
H 6.548443 -2.078069 -0.131555 -0.033 0.016 0.000
H 4.225794 -2.790395 -0.477503 -0.001 -0.012 -0.008
H 2.439042 -0.590465 -2.984249 0.022 -0.017 -0.012
H 2.859452 -1.672153 -5.163738 -0.010 -0.018 0.025
H 2.622214 -4.127589 -5.388358 -0.017 0.033 0.051
H 1.982139 -5.492499 -3.432145 0.014 0.050 0.009
H 1.563630 -4.425174 -1.256494 0.031 -0.003 -0.023
H -0.302045 -3.576292 -0.150848 -0.003 -0.010 0.026
H -0.861860 -5.129347 1.672088 0.035 0.031 0.000
H 0.480827 -5.140619 3.751471 0.008 0.038 -0.039
H 2.384867 -3.587814 4.007276 -0.008 -0.005 -0.031
H 2.974834 -2.040644 2.187636 0.017 -0.013 -0.002
C 0.941911 2.264254 -3.025027 -0.019 0.093 -0.035
P -0.518062 1.491717 -2.286417 0.058 -0.309 -0.082
C -1.507643 2.846211 -1.598517 -0.072 -0.058 0.044
C -2.125370 2.728775 -0.350904 -0.072 0.003 -0.024
C -2.906377 3.764738 0.148745 0.021 -0.010 -0.027
C -3.084134 4.913015 -0.606270 -0.012 0.025 -0.007
C -2.493729 5.024444 -1.860746 -0.004 0.023 -0.035
C -1.713510 3.995398 -2.361451 0.064 0.105 0.044
C -1.520391 0.878144 -3.641916 -0.008 -0.042 0.018
C -2.883221 0.683147 -3.415856 -0.033 -0.024 -0.015
C -3.691390 0.225789 -4.441584 0.004 -0.044 -0.015
C -3.143069 -0.036828 -5.692582 -0.004 -0.007 0.001
C -1.788105 0.160787 -5.920386 0.043 0.002 0.045
C -0.970476 0.618051 -4.894313 -0.011 -0.059 -0.048
H 0.639194 2.910101 -3.848719 0.045 -0.004 -0.012
H 1.632952 1.511025 -3.400511 -0.027 -0.020 0.002
H 1.441504 2.865157 -2.267226 0.012 0.013 -0.026
H -2.035931 1.810105 0.222040 0.000 -0.015 0.034
H -3.381349 3.667956 1.116247 0.005 -0.014 -0.023
H -3.694825 5.720484 -0.223820 0.022 -0.009 -0.013
H -2.646340 5.917557 -2.453322 -0.002 -0.032 0.021
H -1.270376 4.092665 -3.345881 -0.031 0.001 0.031
H -3.314435 0.895530 -2.443036 0.005 -0.014 -0.040
H -4.750036 0.077728 -4.269783 0.041 0.005 -0.004
H -3.778138 -0.388225 -6.496799 0.028 0.018 0.042
H -1.366969 -0.030348 -6.899572 -0.018 0.007 0.040
H 0.084796 0.778418 -5.084989 -0.047 -0.023 0.002

=====

[3]
18
Properties=species:S:1:pos:R:3:forces:R:3 method="wB97M-V/def2-TZVPD" e_lumo_ev=3.073 orbital_gap_ev=6.7695 charge=-1 e_above_lowest_kcal_mol=20.0
C -1.372613 -1.005859 -1.710271 0.238 0.356 -0.080
O -2.558935 -1.735644 -2.031993 -0.084 -0.198 -0.100
C -1.336167 -0.571706 -0.263802 0.032 -0.213 0.221
C -0.253327 0.487104 -0.018856 -0.762 -0.095 -0.323
C 0.239958 0.578781 1.425347 -0.091 -0.263 -0.234
O 1.226052 1.494777 1.609848 -0.047 0.706 0.345
H -0.474516 -1.601857 -1.893457 -0.031 -0.032 -0.241
H -1.329457 -0.125355 -2.368202 -0.036 -0.168 0.090
H -2.320299 -2.643170 -2.230765 -0.002 0.035 0.046
H -1.166054 -1.472052 0.339678 0.108 0.087 0.111
H -2.330096 -0.222404 0.011013 -0.108 0.209 0.070
H 0.573935 0.305370 -0.690892 0.585 -0.196 -0.026
H -0.657923 1.444628 -0.349178 0.002 0.274 0.145
H 0.553045 -0.453613 1.691136 -0.027 -0.029 0.164
H -0.642745 0.822184 2.057187 0.133 -0.155 -0.018
H 3.531347 0.091799 1.582035 0.292 0.233 -0.316
H 2.294681 1.186778 1.286032 0.331 -0.167 -0.385
O 3.482894 0.825209 0.946701 -0.534 -0.382 0.530

=====

[4]
13
Properties=species:S:1:pos:R:3:forces:R:3 method="wB97M-V/def2-TZVPD" s2=2.012 e_lumo_ev="0.614 / -2.017" orbital_gap_ev="5.4108 / 6.2299" spin_multiplicity=3 e_above_lowest_kcal_mol=60.5
C -1.401532 -0.229124 -0.741280 -2.439 7.207 -2.351
C -1.077893 -1.486520 -0.391966 1.453 -9.474 2.329
C -0.071425 1.186269 0.975152 1.521 -2.778 -0.791
C -0.335344 0.821773 -0.453529 -0.635 -4.409 1.846
C 0.828798 -0.016023 0.038277 -0.313 2.598 1.702
S 0.500150 -1.717054 0.353919 -1.606 1.483 -1.315
S 2.490120 0.608989 -0.210645 0.161 -1.313 0.107
H -2.335467 -0.031188 -1.341094 1.324 0.054 0.814
H -1.641094 -2.489186 -0.539802 0.818 2.281 0.224
H 0.727372 1.734267 1.408321 0.179 1.389 -0.352
H -0.609922 0.661207 1.707127 -1.138 -0.465 0.719
H -0.113947 1.440122 -1.207280 0.621 2.654 -2.663
H 3.040184 -0.483538 0.402802 0.054 0.774 -0.270

=====

| no. | E (Eh) |
| --- | --- |
| 1 | -2492.5521 |
| 2 | -2757.1567 |
| 3 | -384.7218 |
| 4 | -990.2492 |